Entry from the Open Molecules 2025 dataset: a molecular structure, C3H12BrN2O4Pt (ωB97M-V with the def2-TZVPD basis set).

XYZ file:
```
23
Properties=species:S:1:pos:R:3:lowdin_charge:R:1
O 0.05702 3.25232 -1.98328 -0.0585
H 1.74353 -2.36376 -0.13421 0.1267
O -0.82514 -0.12675 2.83675 -0.0766
H -0.11453 0.25002 2.31265 0.0054
H -2.82969 -0.11089 2.71690 0.1193
O 0.71890 -3.88830 -2.54116 0.4073
Br 1.60580 0.78909 0.14079 0.2294
C -2.03821 1.08292 1.06756 -0.2541
N 1.64107 -3.13936 -0.77300 0.2914
H -0.25684 1.68602 0.50295 -0.1544
C -2.00739 0.58378 2.54557 -0.2189
H -2.99907 1.57647 0.92183 0.1244
H 1.88824 -4.11397 -0.67740 0.1637
H -1.78946 0.39523 0.25928 0.1137
H 0.61029 -1.48609 -3.15101 0.1558
H -2.17368 1.47542 3.15008 0.1192
C 0.99918 -2.93248 -1.88103 -0.6252
H 0.38214 4.03062 -1.53077 0.0402
N 0.85764 -1.67310 -2.18979 0.2441
H 0.46090 2.51883 -1.51951 -0.0766
H 1.04332 -0.90677 -1.55863 -0.0073
O -1.11346 2.05741 0.72626 -0.1312
Pt 4.13942 1.04334 0.75917 0.4623
```

Calculated values
LUMO level (alpha / beta): -5.854 / -9.423 eV
HOMO-LUMO gap (alpha / beta): 6.208 / 2.634 eV
⟨S²⟩: 2.008
net charge: +1
multiplicity: 3

=====

Entry from the Open Molecules 2025 dataset: 2 unconnected molecules or ions with the total composition C5H11NO3P (ωB97M-V with the def2-TZVPD basis set).

XYZ file:
```
21
Properties=species:S:1:pos:R:3:lowdin_charge:R:1
C 1.08080 2.87604 -1.24905 -0.0786
C -1.70525 0.68861 1.51843 -0.1110
O 1.41546 -1.41452 -1.27476 -0.3630
H 2.29772 1.63695 -0.02334 0.0710
H -0.11579 -1.51173 2.20743 0.0858
H 0.36362 3.10584 -1.97977 0.0156
H -1.40398 1.20522 2.44773 0.0331
N -0.93769 -0.19822 0.94548 -0.3424
H -2.64866 1.07687 1.25856 0.0156
H 0.80764 -1.34522 0.82355 0.0802
P -0.01416 -1.79231 -1.23997 0.1696
H 1.35640 0.74569 -1.36145 -0.0126
H 1.49844 3.57234 -0.51167 0.0264
C 1.66864 1.68028 -0.97933 -0.0682
C -1.08392 -0.60885 -0.25515 -0.1773
H -2.02109 -0.25481 -0.82113 0.1134
O -0.67210 -2.12051 -2.50455 -0.3623
H 0.79010 0.15839 2.13334 0.1007
H -0.82987 -3.70149 -0.47409 0.0333
O -0.11591 -3.11825 -0.28551 -0.1966
C 0.26961 -0.68030 1.62524 -0.0328
```

Calculated values
LUMO level: 3.717 eV
HOMO-LUMO gap: 6.806 eV
energy above the lowest of the compared OMol25 structures with the same formula, charge and spin: 1.654 eV
net charge: -1

=====

Entry from the Open Molecules 2025 dataset: a single C5H13NS molecule (ωB97M-V with the def2-TZVPD basis set).

XYZ file:
```
20
Properties=species:S:1:pos:R:3:lowdin_charge:R:1
H 0.79878 -0.37551 -1.75625 0.1123
C 0.30871 0.08731 0.82988 -0.4698
H 0.55246 2.20330 -2.44126 0.0710
C -1.15754 -0.10001 0.37414 -0.5238
H 2.22109 2.33549 -2.16827 0.0736
C 1.45619 1.58710 -2.38715 -0.1033
S -1.76020 -1.82036 0.26358 0.6874
H 2.37239 0.00122 -1.31515 0.1071
H -1.76192 0.46948 1.08805 0.0618
H -1.41938 0.33204 -0.58861 0.0547
H 1.61963 1.18177 -3.38395 0.0713
H 0.68252 1.90444 -0.07320 0.1118
H -0.59424 -2.40490 0.56467 -0.1581
C 1.38811 0.46658 -1.37763 -0.3015
H 0.74614 1.54610 2.46208 0.0706
H 0.79204 -0.86242 0.76337 0.0963
H 1.33540 0.00298 2.71546 0.0782
H -0.41770 0.46648 2.90231 0.0766
C 0.47600 0.51005 2.27816 -0.0566
N 1.04511 0.96098 -0.06384 -0.0599
```

Calculated values
LUMO level: 1.029 eV
HOMO-LUMO gap: 9.563 eV
energy above the lowest of the compared OMol25 structures with the same formula, charge and spin: 0.805 eV
SMILES string: CCN[C@@H](C)CS
net charge: 0

=====

Entry from the Open Molecules 2025 dataset: 2 unconnected molecules or ions with the total composition Br5HSi2 (ωB97M-V with the def2-TZVPD basis set).

XYZ file:
```
8
Properties=species:S:1:pos:R:3:lowdin_charge:R:1
Br 2.10056 1.24089 0.31102 0.2136
Si -2.02738 0.45706 0.04189 -0.2913
Si 1.55654 -0.84311 -0.07352 -0.7370
H -3.19654 -0.29551 0.45996 -0.1208
Br 2.18724 -2.35748 1.48452 0.1976
Br 2.17994 -1.14080 -2.15839 0.2331
Br -1.22586 1.53631 1.76279 0.2194
Br -1.57449 1.40265 -1.82827 0.2855
```

Calculated values
LUMO level (alpha / beta): -1.000 / -1.638 eV
HOMO-LUMO gap (alpha / beta): 6.978 / 5.894 eV
energy above the lowest of the compared OMol25 structures with the same formula, charge and spin: 3.212 eV
net charge: 0

=====

Entry from the Open Molecules 2025 dataset: 7 unconnected molecules or ions with the total composition C8H26O6 (ωB97M-V with the def2-TZVPD basis set).

XYZ file:
```
40
Properties=species:S:1:pos:R:3:lowdin_charge:R:1
O -2.77713 -2.26540 1.73101 -0.0421
H 1.38782 -0.13130 2.44769 0.0708
H 3.32893 1.32463 -0.30853 0.1014
C 1.52283 -1.20548 2.21669 -0.1300
H 1.23733 -1.73194 3.14860 0.0778
H -1.14308 3.04382 -1.99298 0.0596
O 0.67989 -3.06246 -2.42257 -0.0591
C 2.00011 -0.32741 -0.34134 -0.1285
H -3.27982 -2.73657 2.40792 0.0743
H 1.01347 -0.69250 -0.59863 0.0793
H -1.27952 1.12269 -1.28357 -0.0062
H 3.55594 -0.74115 2.18203 0.1012
H -3.29640 -1.11687 -0.43888 -0.0022
C 1.41101 1.78326 -1.30566 -0.1143
C 2.34711 0.96714 -0.48819 -0.0882
H -4.18802 1.82199 -1.73481 0.0553
H -1.77296 -0.02637 -2.22843 0.0285
H 4.07835 -0.95805 -0.11222 0.1072
H 3.35853 -2.43613 2.11849 0.0951
C 0.64209 2.67293 -0.63462 -0.1601
H 0.72373 -2.27566 -1.85240 0.0041
H 1.62658 1.93543 -2.32383 0.1047
O -3.17927 -2.02988 -0.75259 -0.1195
H 0.85190 -1.46323 1.41230 0.0454
O -3.92576 0.91491 -1.50239 -0.0552
H -0.14176 2.03187 2.87236 0.0151
H -4.59777 0.44140 -2.01423 0.0573
H 0.16781 4.26977 -1.96358 0.0679
C -0.36442 3.51862 -1.38469 -0.1196
O -1.05006 0.28152 -1.67675 -0.0522
H 2.81848 -2.28975 -0.20234 0.1003
H -1.89092 -2.26582 2.13458 0.0700
C 2.92249 -1.52593 1.70605 -0.2450
H -0.24538 -3.32095 -2.34641 0.0331
C 3.06831 -1.28619 0.14560 -0.1761
H 0.61287 2.78010 0.43639 0.0876
O -1.05560 1.87683 3.12173 -0.0618
H -0.98501 4.14555 -0.66779 0.0854
H -1.45414 1.33470 2.42259 0.0352
H -2.72857 -2.37810 0.07340 0.0034
```

Calculated values
LUMO level: 0.195 eV
HOMO-LUMO gap: 9.316 eV
energy above the lowest of the compared OMol25 structures with the same formula, charge and spin: 1.628 eV
SMILES string: C/C=C/C=C/CCC.O.O.O.O.O.O
net charge: 0

=====

Entry from the Open Molecules 2025 dataset: a molecular structure, C31H55O5SSiY (ωB97M-V with the def2-TZVPD basis set).

XYZ file:
```
94
Properties=species:S:1:pos:R:3:lowdin_charge:R:1
H -0.78795 -5.45964 -0.00770 0.0895
H 2.91008 0.26749 -2.61394 0.1325
C 0.43196 -0.14141 2.75213 -0.1589
H 3.25229 4.08407 3.47685 0.0893
H 4.81819 2.15193 -0.11459 0.1193
H -4.01340 -4.34717 1.43193 0.0773
C 5.47908 -0.99505 -3.04442 -0.1518
H 6.02316 3.91235 0.95707 0.1296
H 3.89725 -1.73114 -1.64170 0.1148
H -4.31440 -3.09702 -4.47801 0.0850
H -1.50006 1.39286 0.79316 0.0733
H -5.23304 -2.70758 -3.00931 0.0765
O 3.18853 3.14654 0.88878 -0.2938
C 3.09733 5.63198 1.18126 -0.0191
H 5.20853 5.10813 -0.16743 0.1290
H -5.36206 -1.45263 -1.14931 0.0678
C 4.19968 4.14415 2.92819 0.0028
H -3.31136 -0.77139 -4.43085 0.0886
H 1.35035 1.34914 4.16622 0.1001
C -3.25293 -0.79972 -3.33404 -0.0499
C 5.08648 4.24266 0.49580 -0.0666
H 3.64950 6.53429 1.48149 0.1098
H -4.79316 -2.48450 0.99930 0.0631
C 2.71241 0.27539 2.75116 -0.2498
H 4.93316 -1.52558 -3.84232 0.1149
C 3.90495 4.38067 1.46096 -0.4842
C -0.34541 3.16807 0.01623 -0.1808
C 3.83820 0.42130 -2.02621 -0.2044
H -6.62092 -0.51675 -0.30735 0.0913
H -6.07230 0.92499 1.61636 0.0830
Si -2.23459 -1.42351 -0.34897 -0.2068
Y 1.53539 1.88132 1.07162 1.4917
C 0.35623 4.19214 0.70768 -0.1903
H -2.38524 -0.20921 -3.01175 0.0423
O -3.27138 -0.24207 0.19450 -0.1772
C 5.66578 0.47900 -3.47156 -0.1861
C 1.03958 -1.04394 1.84556 -0.1659
H 3.69421 0.58372 3.11359 0.0915
H 4.78916 3.22958 3.06388 0.0952
H -5.43371 0.33695 -1.31759 0.0845
H -4.88356 1.81097 0.63493 0.0865
H -0.73260 2.33183 3.26833 0.1159
H -4.21861 -1.49081 2.38050 0.0942
H -5.93495 -1.47341 1.90423 0.0909
C -4.27704 -3.09727 -3.38126 -0.0313
H -0.94293 -2.20578 -3.10782 0.0302
C -1.80189 -2.78665 -3.47342 -0.0627
C -5.01991 0.95226 1.30354 -0.0420
H 0.71453 5.12886 0.27041 0.0981
S -0.53802 -0.58537 -1.01343 0.3256
C -1.94337 -3.91441 0.93186 -0.6371
C -0.44603 2.72380 2.28902 -0.2112
C -4.66131 -0.34795 0.58691 -0.6317
H -1.66536 -3.84554 -3.22107 0.0773
H 2.16511 5.60209 1.74877 0.0595
H 0.72357 4.52060 2.91594 0.1065
C 4.31488 3.12123 -0.14913 -0.0830
C 0.34398 3.88824 2.10814 -0.1948
H 3.88710 3.35300 -1.13092 0.1370
H 3.54092 0.91193 -1.07842 0.0665
H 4.77560 4.98406 3.33706 0.1036
C 4.58393 -0.89709 -1.78312 -0.1533
C -0.87784 2.27729 1.00373 -0.2110
C -4.90220 -1.52526 1.52380 -0.0382
H 0.51388 -1.83613 1.31241 0.0547
C 2.43497 -0.76246 1.80218 -0.1689
H -3.67786 -4.26046 -0.32707 0.0757
H 0.01537 -3.86439 -0.01234 0.0817
C -5.56752 -0.50644 -0.62905 -0.0391
H -1.34043 -4.19983 -1.13129 0.0621
H 5.46531 0.60841 -4.54316 0.1140
H -0.61985 -0.16385 3.03913 0.1178
O -3.09135 -2.34378 -1.45766 -0.1871
O -2.07101 -2.47222 0.94001 -0.1753
C -3.28620 -4.58081 0.64637 -0.0420
H -0.49281 -3.85004 2.55190 0.0778
H -0.46471 3.10317 -1.07022 0.1161
H -2.18120 -4.01072 3.08929 0.0859
H -4.16900 -4.13796 -3.04817 0.0854
O 4.72564 1.30981 -2.75007 -0.1623
H -4.16547 -0.35868 -2.92032 0.0663
C -0.94662 -4.37749 -0.12275 -0.0364
H -1.34119 -5.40528 2.37500 0.0847
C -1.45835 -4.31542 2.32302 -0.0341
H 6.43847 -1.48098 -2.85134 0.1075
H -3.15506 -5.67245 0.61844 0.0895
H 2.88429 5.70830 0.10493 0.1012
H 3.17613 -1.31178 1.21907 0.0893
C 1.46121 0.67297 3.32321 -0.2626
H 5.23325 -0.80644 -0.89192 0.1144
H 6.69294 0.84594 -3.26879 0.1182
H -1.84658 -2.69453 -4.56935 0.0869
H -4.39732 1.08410 2.19685 0.0845
C -3.10248 -2.24763 -2.89358 -0.6586
```

Calculated values
LUMO level: -0.083 eV
HOMO-LUMO gap: 6.650 eV
energy above the lowest of the compared OMol25 structures with the same formula, charge and spin: 0.553 eV
net charge: 0

=====

Entry from the Open Molecules 2025 dataset: a molecular structure, C5H12N4 (ωB97M-V with the def2-TZVPD basis set).

XYZ file:
```
21
Properties=species:S:1:pos:R:3:lowdin_charge:R:1
H 8.52224 0.02076 -1.57018 0.1407
H -9.18399 -1.15822 0.04623 0.1462
H -7.56313 -0.74843 -0.58065 0.0712
C -8.17178 -0.62867 0.27328 -0.0359
C -7.60768 -0.59919 1.60358 -0.0974
H 9.27484 -0.60718 1.90047 0.1263
C 9.25121 -1.30847 -0.22538 -0.0805
C 9.28729 -0.36367 0.84709 -0.0423
H -7.67219 -1.52521 2.07683 0.0770
N -9.06392 0.93307 -0.37269 0.1165
H -8.18167 -0.01844 2.30415 0.0931
N -8.70819 1.58979 -1.31263 0.0992
H 9.00468 -1.44781 -2.13340 0.1197
N 8.76304 -0.94185 -1.34360 0.1871
H -6.47582 -0.22699 1.59574 0.1492
H -9.39466 2.33439 -1.67591 0.1990
H 9.52524 -2.34708 0.00858 0.1658
H 8.44396 2.87652 -0.03132 0.1160
H -8.05785 1.20285 -2.05481 0.1820
C 9.12645 0.94324 0.53355 -0.0671
N 8.88194 2.02059 0.11105 0.3344
```

Calculated values
LUMO level: -6.442 eV
HOMO-LUMO gap: 8.653 eV
energy above the lowest of the compared OMol25 structures with the same formula, charge and spin: 2.289 eV
net charge: +2

=====

Entry from the Open Molecules 2025 dataset: a molecular structure, C49H46O5P2SSbSn (ωB97M-V with the def2-TZVPD basis set).

XYZ file:
```
105
Properties=species:S:1:pos:R:3:lowdin_charge:R:1
C 2.92980 -1.81975 3.31339 -0.0878
C -0.91004 -7.60707 -4.16102 -0.0718
H 3.77249 1.71762 -0.22432 0.0847
C 4.26192 0.74692 -0.32842 -0.2802
C 3.04843 -5.47585 1.52207 -0.0647
C 1.51962 2.46787 0.91289 -0.1413
H -0.58344 -7.08915 -0.83306 0.1041
H -1.26336 -6.08192 -5.63136 0.1087
C -1.12733 -5.26309 -3.65357 -0.1332
H 3.94017 -1.66340 2.95598 0.0955
C 0.76136 -4.73018 1.65199 -0.1012
C -0.93448 -5.54686 -2.30490 -0.3607
H -1.69352 2.68792 3.34120 0.1332
C 2.50581 -0.92612 -3.79487 -0.3852
C 3.04434 -5.27977 0.14568 -0.0693
C -0.73460 -6.86152 -1.88264 -0.1160
C -1.11602 -6.29862 -4.57998 -0.0733
C -2.15347 1.75647 1.78146 -0.4652
O -2.81546 -1.97353 2.22105 0.0813
H 3.15479 -4.22698 -4.30146 0.1053
H 3.93287 -5.49182 -0.43749 0.1098
Sn -0.27031 -0.13020 -0.65352 0.9434
H -4.19955 1.79943 1.15054 0.1452
H 1.40323 3.22146 4.68787 0.1090
H 1.91318 -5.36683 3.34086 0.1081
H 1.31732 -3.25754 5.92602 0.1088
C 4.10830 0.23061 -1.76353 -0.3382
H 4.46437 -0.79808 -1.83101 0.0779
H 3.48344 4.88003 -3.70997 0.1089
C 1.43943 3.01210 3.62579 -0.0751
C -3.21044 1.72633 0.69454 -0.0993
H -0.64700 -2.40509 4.66115 0.1141
H 1.88481 0.43845 -5.33808 0.0987
C 1.89404 -4.83171 -0.48490 -0.1315
C 0.48861 3.35675 -4.12051 -0.0718
H 3.59930 -2.88660 5.04646 0.1091
H 4.03146 2.70156 -2.73595 0.0938
H 1.18100 4.56566 0.62510 0.1113
H 1.78405 0.91895 3.92006 0.1088
O -3.07652 0.59206 -0.12310 -0.1898
C 3.03560 2.86479 -3.12873 -0.0815
H 4.71439 0.81604 -2.45497 0.0810
C 1.45474 4.35502 -4.16614 -0.0755
C 1.91125 -5.20712 2.27142 -0.0709
H -3.95622 -1.22056 -0.39476 0.1287
C 1.83441 -1.31684 2.61580 -0.3685
H 1.87731 -4.70597 -1.56297 0.0915
C -2.52959 -1.42095 1.17691 -0.6277
H 1.10790 5.05622 3.05284 0.1089
H -0.50317 3.54052 -4.51522 0.1089
C 1.65856 1.71019 3.19094 -0.0714
P 2.37014 0.20253 -2.35598 0.9570
C -2.94776 -4.58907 1.38047 -0.1109
H -2.10600 -4.80816 2.02010 0.0910
C 2.85935 -2.25057 -3.52308 -0.1537
C 3.76955 -0.20603 0.77834 -0.3226
C 1.31267 3.76876 1.34694 -0.0653
H -4.42228 -0.41834 1.11960 0.1414
O -1.36738 -1.52713 0.58776 -0.3846
C 1.26981 4.04195 2.70804 -0.0768
O -1.17113 1.06090 1.79245 0.0390
C -5.33341 -4.41789 1.09211 -0.0579
H 3.94230 -5.84282 2.01176 0.1106
C -3.87860 -3.89972 -0.74924 -0.1328
H -0.55857 -8.91117 -2.48839 0.1094
S -0.34472 -2.21132 -2.20104 0.1008
O -2.42850 2.67862 2.70744 0.1493
H 1.51710 2.26252 -0.15478 0.0630
C 2.08052 1.85185 -3.08336 -0.3900
H 2.53045 -3.59462 -6.61267 0.1064
H -0.10198 -4.48624 2.25444 0.0850
H 5.32219 0.92378 -0.14752 0.1149
C 1.45849 -2.72340 4.99400 -0.0783
C -4.23533 -4.70934 1.88831 -0.0607
H 4.07018 -1.23320 0.54693 0.0898
C -2.78028 -4.18489 0.06230 -0.3493
H -0.89495 -8.41028 -4.88747 0.1088
C 2.73962 -2.51721 4.50063 -0.0816
C 0.54429 -1.54813 3.10546 -0.0995
C 2.16704 -1.54093 -6.10552 -0.0713
C 2.72498 4.10761 -3.66922 -0.0710
C -5.15756 -4.01530 -0.22624 -0.0708
H -3.74264 -3.58536 -1.77920 0.1081
H -3.06531 2.60626 0.06646 0.1529
P 1.95931 -0.24922 1.14902 0.9842
C 0.75508 -4.55553 0.27126 -0.3367
C 2.88032 -3.20350 -4.52775 -0.0826
C -3.59496 -0.61636 0.43921 -0.0792
C 0.35889 -2.24489 4.29010 -0.0626
H -6.33227 -4.50108 1.50115 0.1112
H 3.11006 -2.54265 -2.50694 0.0891
Sb -0.91706 -4.00748 -0.86600 1.3879
H 1.21683 5.32182 -4.59089 0.1080
H -4.37481 -5.02521 2.91415 0.1155
C 1.70423 1.42821 1.82936 -0.3806
C -0.72059 -7.89052 -2.81374 -0.0734
H 1.89097 -1.26039 -7.11417 0.1073
H 0.04026 1.34578 -3.55605 0.0882
H 4.24162 0.07989 1.71920 0.0862
C 0.79799 2.12021 -3.57534 -0.1347
H -1.26759 -4.24143 -3.98507 0.0678
H -0.31945 -1.17022 2.57228 0.0698
C 2.15808 -0.58129 -5.09665 -0.0767
C 2.52546 -2.85078 -5.82509 -0.0784
H -6.01520 -3.79105 -0.84794 0.1118
```

Calculated values
LUMO level: -1.979 eV
HOMO-LUMO gap: 8.224 eV
energy above the lowest of the compared OMol25 structures with the same formula, charge and spin: 0.000 eV
net charge: +1